Computed, not measured: a 9-piece molecular cluster, C63H137N7O9 overall in a non-equilibrium geometry, with the ωB97M-V functional and the def2-TZVPD basis.

Last column: Mulliken charge in e.
CARTESIAN COORDINATES (ANGSTROEM)
C 17.1843 28.6037 -11.4793  -1.901
C 15.8548 27.8423 -11.4736  1.864
C 16.0471 26.3298 -11.6872  -2.063
C 15.2065 27.9866 -10.0788  -0.832
C 14.5102 29.3034 -9.8224  0.540
C 13.5138 29.6520 -10.9206  -1.410
C 14.1617 29.6175 -12.3264  1.443
C 12.9713 29.5032 -13.3097  -1.954
C 14.8218 30.9818 -12.5855  -1.708
N 15.0093 28.4611 -12.4953  0.458
O 15.4788 28.3394 -13.8156  -0.546
H 17.6124 28.5594 -12.4852  0.369
H 17.0468 29.6759 -11.3448  0.352
H 17.9066 28.1851 -10.7760  0.460
H 15.1417 25.7504 -11.5288  0.379
H 16.4921 26.1304 -12.6692  0.635
H 16.8611 25.9449 -11.0665  0.312
H 14.5690 27.1553 -9.7738  -0.101
H 16.0933 27.9837 -9.4365  0.497
H 14.0914 29.3648 -8.8132  -0.496
H 15.2854 30.0681 -9.6818  0.167
H 13.0996 30.6522 -10.7707  0.489
H 12.6024 29.0512 -10.9554  0.321
H 13.3002 29.4994 -14.3476  0.402
H 12.2740 30.3400 -13.2205  0.379
H 12.3923 28.6122 -13.0610  0.470
H 14.0438 31.7430 -12.4844  0.456
H 15.2807 31.1842 -13.5547  0.330
H 15.5805 31.2336 -11.8388  0.350
H 15.3148 27.4189 -14.0559  0.370
C 10.9649 35.4030 -6.1866  -1.907
C 10.6233 36.0804 -4.8377  1.042
C 11.5863 37.2458 -4.6725  -2.022
C 9.1833 36.5484 -4.9645  -0.853
C 8.6593 37.0470 -3.6307  -0.949
C 8.8033 35.9767 -2.5109  -1.076
C 10.2157 35.3406 -2.3948  1.741
C 11.0865 36.1723 -1.4255  -1.775
C 10.0042 33.9794 -1.7431  -2.234
N 10.7763 35.1558 -3.7277  2.027
O 11.9758 34.4339 -3.7051  -0.725
H 10.7326 36.1178 -6.9786  0.568
H 12.0163 35.1460 -6.2979  0.398
H 10.3067 34.5485 -6.3580  0.123
H 12.6309 36.9523 -4.5599  0.319
H 11.6076 37.8925 -5.5590  0.458
H 11.3155 37.9187 -3.8575  0.377
H 9.0470 37.3410 -5.7015  0.481
H 8.5451 35.7295 -5.2999  0.201
H 9.1463 38.0184 -3.4753  0.381
H 7.6189 37.3873 -3.6362  0.462
H 8.0041 35.2773 -2.7698  0.383
H 8.4574 36.5336 -1.6395  0.546
H 11.7665 35.5893 -0.8073  0.344
H 10.6101 36.8838 -0.7398  0.360
H 11.6325 36.9273 -1.9998  0.335
H 9.5111 34.2248 -0.7984  0.502
H 10.9088 33.4012 -1.5655  0.507
H 9.3092 33.3330 -2.2864  -0.137
H 11.7252 33.5612 -4.0476  0.093
C 17.3940 29.0735 -2.5676  -1.747
C 18.6454 29.8737 -2.9816  1.452
C 19.3106 30.4495 -1.6923  -1.964
C 19.6846 28.9645 -3.6118  -1.140
C 19.5748 28.8484 -5.1162  -0.714
C 19.5108 30.1940 -5.8584  -1.111
C 18.3804 31.1100 -5.2730  1.726
C 18.6720 32.5807 -5.5869  -2.120
C 17.0995 30.5645 -5.8717  -1.653
N 18.3329 31.0489 -3.8034  0.435
O 17.3719 31.8536 -3.1798  -0.460
H 16.9156 28.6556 -3.4579  0.318
H 17.6204 28.3510 -1.7844  0.507
H 16.5843 29.6794 -2.1492  0.378
H 19.4848 29.6268 -0.9996  0.433
H 20.2195 30.9946 -1.9438  0.460
H 18.6430 31.1998 -1.2688  0.381
H 20.7098 29.2369 -3.3476  0.441
H 19.6068 27.9284 -3.2715  0.356
H 20.4229 28.3817 -5.6234  0.408
H 18.6768 28.2692 -5.3507  0.261
H 19.4704 30.0807 -6.9388  0.415
H 20.4336 30.7510 -5.6501  0.399
H 18.8179 32.6783 -6.6672  0.418
H 19.5561 32.9278 -5.0579  0.438
H 17.8268 33.2345 -5.3597  0.507
H 16.2671 31.2587 -5.6646  -0.097
H 16.7908 29.5305 -5.8102  0.412
H 17.1031 30.9648 -6.9038  0.493
H 17.6903 32.7563 -3.2986  0.344
C 10.7053 28.4738 -4.3859  -1.483
C 10.8156 29.9392 -4.0008  3.004
C 9.3436 30.3898 -3.8318  -0.893
C 11.5545 30.2044 -2.6736  0.173
C 13.0603 30.1741 -2.8275  -1.200
C 13.5067 31.1184 -3.9047  -0.120
C 12.8821 30.8623 -5.2623  1.520
C 13.1827 32.1192 -6.0914  -1.776
C 13.4634 29.5925 -5.8683  -1.188
N 11.3992 30.8424 -5.0173  1.933
O 10.7352 30.7254 -6.2741  -0.708
H 11.6440 27.9230 -4.5132  -0.225
H 10.0916 27.9316 -3.6668  0.066
H 10.2712 28.3732 -5.3834  0.590
H 8.6660 30.2958 -4.6764  -0.508
H 8.9414 29.7698 -3.0260  0.337
H 9.3675 31.4359 -3.5184  -0.644
H 11.1059 31.0072 -2.0826  -0.869
H 11.1631 29.3366 -2.1194  0.050
H 13.5469 30.4030 -1.8761  0.584
H 13.2815 29.1163 -3.0025  0.304
H 14.6069 31.1207 -3.9485  -0.298
H 13.4691 32.1506 -3.5308  0.263
H 12.5952 33.0081 -5.8726  -0.178
H 13.0726 31.9128 -7.1618  0.508
H 14.2194 32.4670 -6.0431  0.237
H 12.8674 29.1260 -6.6526  0.298
H 13.7864 28.8469 -5.1423  -0.116
H 14.3927 29.9142 -6.3515  0.171
H 10.0737 31.4272 -6.2144  0.272
C 7.5339 27.1457 -5.7241  -1.655
C 7.2818 25.6611 -6.0443  1.812
C 6.5217 25.5036 -7.3534  -2.136
C 8.5990 24.8639 -6.2067  -1.643
C 9.3587 24.7471 -4.8941  2.247
C 8.4767 24.0985 -3.8304  -1.886
C 7.1028 24.7400 -3.6788  2.153
C 6.1836 23.6647 -3.0785  -1.968
C 7.2367 25.9435 -2.6906  -1.948
N 6.5018 25.0256 -4.9678  0.186
O 5.2635 25.7399 -4.8942  -0.455
H 8.2045 27.3397 -4.8937  -0.013
H 7.8598 27.6605 -6.6345  0.484
H 6.5743 27.6353 -5.5410  0.586
H 6.3047 24.4398 -7.4644  0.496
H 5.5530 25.9916 -7.4480  0.389
H 7.1916 25.9413 -8.0971  0.351
H 8.3855 23.8746 -6.6161  0.363
H 9.2836 25.3524 -6.9043  0.399
H 10.2001 24.1016 -5.1461  -0.426
H 9.8299 25.6634 -4.5325  -0.837
H 9.0310 24.0641 -2.8913  0.444
H 8.3642 23.0487 -4.1216  0.373
H 6.4778 23.3053 -2.0905  0.392
H 6.1297 22.7915 -3.7359  0.456
H 5.1191 23.9167 -3.0416  0.456
H 8.1929 26.4758 -2.7558  0.255
H 7.0556 25.7125 -1.6429  0.417
H 6.5858 26.7699 -2.9940  0.282
H 4.6656 25.0293 -4.6361  0.393
C 8.0114 31.8873 0.9997  -1.680
C 9.1068 31.8773 2.0881  1.806
C 9.6130 33.3324 2.3100  -1.717
C 8.5464 31.4291 3.4412  -1.313
C 8.3386 29.9269 3.5488  -0.771
C 9.6116 29.1944 3.1326  -1.635
C 10.1619 29.5763 1.7840  2.311
C 11.5846 29.0155 1.6316  -1.811
C 9.3115 28.8804 0.6845  -1.682
N 10.2601 31.0340 1.7072  -0.394
O 10.7341 31.4178 0.4389  0.323
H 7.3059 31.0734 1.1809  0.425
H 7.4037 32.7921 1.0920  0.566
H 8.3560 31.9030 -0.0324  -0.034
H 10.3492 33.7084 1.5997  0.278
H 8.7679 34.0058 2.1382  0.390
H 9.9084 33.4664 3.3481  0.407
H 9.2422 31.6506 4.2528  0.410
H 7.5834 31.9272 3.5712  0.356
H 8.0904 29.6652 4.5800  0.400
H 7.4432 29.6362 2.9903  0.384
H 9.3823 28.1222 3.1528  0.471
H 10.3764 29.2273 3.9168  0.476
H 11.8057 28.6187 0.6371  0.246
H 11.6716 28.1753 2.3250  0.477
H 12.4185 29.6976 1.8047  0.358
H 8.2523 29.1036 0.7918  0.362
H 9.6177 27.8384 0.6315  0.540
H 9.6253 29.3196 -0.2687  -0.076
H 11.6659 31.6245 0.5736  0.253
C 12.8708 25.2924 -5.2507  -2.491
C 13.3045 24.3231 -6.3634  2.163
C 11.9998 23.7760 -6.9634  -1.791
C 14.1082 25.0697 -7.4510  -1.057
C 15.0259 24.1855 -8.3209  -0.242
C 15.8713 23.2605 -7.4551  -1.448
C 15.0700 22.4020 -6.4829  1.639
C 14.2797 21.3670 -7.3435  -1.727
C 16.0261 21.7060 -5.5376  -1.997
N 14.1559 23.2860 -5.7729  0.266
O 13.5655 22.6255 -4.6811  -0.479
H 12.3372 24.9307 -4.3757  0.567
H 13.7462 25.7748 -4.7950  0.741
H 12.3493 26.1219 -5.7332  0.394
H 12.2372 23.4199 -7.9716  0.379
H 11.5282 22.9818 -6.3833  0.472
H 11.1974 24.4881 -7.1495  0.089
H 13.4130 25.5467 -8.1483  0.348
H 14.7428 25.8794 -7.0818  0.386
H 14.3783 23.6222 -9.0021  0.376
H 15.6644 24.7350 -9.0140  -0.063
H 16.5888 23.8362 -6.8621  0.338
H 16.4406 22.6551 -8.1644  0.492
H 15.0312 20.9193 -8.0036  0.440
H 13.5647 21.7801 -8.0494  0.347
H 13.8417 20.5806 -6.7281  0.436
H 16.9194 21.3189 -6.0327  0.413
H 15.5711 20.7937 -5.1436  0.349
H 16.3202 22.3554 -4.7158  0.407
H 12.9067 22.0114 -5.0494  0.361
O 8.0910 33.3891 -5.1933  -0.595
H 8.6583 34.0282 -4.7358  -0.036
H 7.4554 33.1057 -4.5243  0.352
O 6.9121 30.9322 -6.8422  -0.682
H 7.3865 30.2272 -6.3881  0.359
H 7.3430 31.7484 -6.5540  0.324

The lowest unoccupied orbital energy comes out at 0.4 eV. Its net charge is 0. The total energy comes out at -96401.1096 eV. The relative energy (zero: lowest compared OMol25 entry of this formula, charge and spin) comes out at 0.0 kJ/mol.